Entry 1:
Below is a 13-piece molecular cluster, C54H137N19O18 overall, with properties calculated with ωB97M-V with the def2-TZVPD basis set.

The geometry in XYZ format:
```
228
Properties=species:S:1:pos:R:3:lowdin_charge:R:1
H -6.629 0.354 3.538 0.120
H -3.030 4.043 -2.071 0.042
H 5.854 -1.963 -0.334 0.085
H -2.299 5.629 4.177 0.120
H -6.631 0.178 -2.629 0.087
H 1.024 4.733 -0.036 0.117
H 4.521 -5.979 -2.673 0.128
O 0.734 2.084 4.727 -0.176
N -5.177 4.448 -1.089 0.181
H 3.336 6.338 -7.196 0.078
H -9.056 0.923 7.130 0.116
C 0.373 0.302 -1.871 -0.142
C 3.134 3.059 -6.407 -0.137
C -5.759 -1.421 -4.709 -0.098
H 2.566 -1.349 0.622 0.088
C 2.124 2.071 4.490 -0.113
H 3.692 -5.054 5.499 0.081
H -5.318 -0.525 -5.146 0.110
N -6.950 -0.903 5.083 -0.066
O 5.550 -5.102 0.179 -0.034
N 4.019 -6.614 -0.213 0.204
H 1.848 1.516 -7.110 0.094
H 6.942 -4.043 1.084 0.047
H 0.413 5.888 -6.564 0.080
H -1.995 -1.930 0.701 0.099
N -0.431 -1.101 1.609 -0.041
H -1.011 4.270 -7.012 0.076
C 2.404 4.329 -6.715 -0.545
H -0.211 -0.738 6.297 0.096
C -5.160 -2.563 -5.642 -0.173
N 5.354 -1.000 5.009 -0.018
C 0.697 -5.291 1.798 -0.112
C 4.772 -2.079 -0.389 -0.104
C -6.045 -0.021 4.382 -0.217
H -9.057 -0.105 4.769 0.111
O -0.193 -4.217 2.012 -0.186
C -0.407 3.905 -4.159 -0.046
H -4.364 4.498 -0.493 0.080
H 6.242 1.255 1.069 0.085
H -4.813 -1.936 0.868 0.070
H 3.458 -0.530 4.018 0.094
C 5.061 -0.153 2.690 -0.227
C -5.624 -0.220 -2.508 -0.022
H 9.872 -3.212 -4.156 0.119
C -6.370 -2.681 -2.604 -0.031
H 2.627 1.645 5.359 0.085
H 1.023 0.775 -2.607 0.092
O 0.896 5.873 -5.731 0.010
N 1.365 4.563 -5.764 -0.132
H 1.241 -1.533 4.520 0.109
H -1.420 0.346 5.941 0.084
C 6.783 -3.562 3.049 -0.721
H -1.130 3.685 5.105 0.105
N -1.878 3.574 4.434 -0.063
H -3.061 -1.206 -1.639 0.041
H -3.170 -5.231 -3.571 0.073
H 5.092 1.465 -3.035 0.118
O -2.049 0.120 -1.253 -0.221
H -4.290 3.743 4.773 0.077
H -2.415 0.592 0.733 0.067
H -4.847 -0.197 1.340 0.075
C 4.080 -2.588 6.529 -0.145
C 0.318 3.553 -5.497 -0.457
H 5.033 -4.286 3.700 0.105
C -8.195 0.763 6.479 -0.214
H 5.503 -4.613 2.026 0.063
H 10.275 -2.228 -2.832 0.113
H 2.543 4.569 -8.998 0.085
C 8.498 -3.255 -2.663 -0.766
H 0.167 -6.214 1.554 0.085
N 7.372 -3.545 1.851 0.164
H 0.353 1.440 -5.061 0.106
H -4.781 -4.770 -3.985 0.073
H 3.813 -0.447 6.192 0.102
O -0.619 -0.586 4.315 -0.220
O 4.227 -0.772 -0.560 -0.207
H 8.287 -3.141 1.723 0.108
H 4.648 1.782 0.902 0.064
C -0.760 3.294 -6.597 -0.009
H 0.252 6.602 -0.675 0.114
C -3.701 -2.851 -5.291 -0.145
H -1.839 -2.568 2.282 0.127
C -2.074 4.737 3.592 -0.194
H -1.800 2.021 -0.209 0.061
H -6.460 -3.525 -3.290 0.057
H 4.246 -0.412 2.011 0.097
N -3.790 3.742 -2.665 0.179
H 3.877 -6.607 0.785 0.131
H 3.534 -2.617 7.474 0.112
H 3.525 5.694 -5.559 0.087
H 9.411 -3.066 -0.876 0.116
H -6.147 4.618 -0.875 0.120
H 0.280 1.574 2.741 0.096
H 5.242 -0.941 7.135 0.113
H -1.176 3.163 -3.946 0.054
H -1.413 -3.888 -4.260 0.075
C -1.446 2.344 3.726 -0.178
H -0.083 -2.622 4.127 0.124
H 4.178 -1.902 3.596 0.094
H 1.431 -2.109 2.147 0.106
H -1.837 -1.392 5.725 0.093
H -1.038 -4.057 0.062 0.122
C -3.068 4.540 2.375 -0.161
C -7.917 3.159 6.387 -0.111
H 1.462 3.358 -8.318 0.063
O 5.159 1.242 2.889 -0.132
H -7.405 -2.341 -2.647 0.078
H 3.763 2.708 -7.224 0.127
O -2.049 4.663 -0.785 0.004
N 5.294 -1.479 -3.927 0.181
H 4.871 -3.307 6.752 0.115
H 4.946 -0.087 -2.235 0.066
H -7.363 0.558 7.156 0.119
H -1.402 0.174 -3.217 0.110
H -7.247 3.835 5.856 0.073
C 5.467 1.789 1.623 -0.122
C 4.863 -5.756 -0.630 -0.745
N -3.981 -2.019 -2.960 -0.118
C 1.084 2.249 -5.114 -0.131
O -3.615 -1.994 -1.613 -0.041
H 2.192 -1.295 -1.046 0.113
O 3.242 -3.043 5.364 -0.226
H -6.273 -1.223 1.514 0.080
H -1.493 -2.137 -4.128 0.071
N 0.115 4.381 -0.293 0.196
C -5.376 -1.607 -3.191 -0.462
C -5.007 3.846 -2.239 -0.788
C 0.311 -1.620 3.956 -0.163
H 2.550 3.058 4.304 0.093
H -3.994 -0.006 3.689 0.102
N 0.801 0.624 -0.463 -0.044
H -5.246 -2.120 -6.634 0.099
C -2.367 1.092 -0.235 -0.068
C 3.489 5.427 -6.615 -0.032
H -0.064 3.387 -0.304 0.087
C -3.376 -3.115 -3.781 -0.478
C 2.829 -0.822 -0.296 -0.209
H -1.723 1.492 4.346 0.082
H 1.300 -0.448 2.428 0.091
H -6.847 -1.368 -4.743 0.113
C -1.061 -0.632 5.620 -0.115
H 0.387 -3.111 0.311 0.112
N 5.182 0.462 -3.050 0.177
H 3.720 3.228 -5.502 0.118
H -1.252 1.686 -2.444 0.085
H -4.468 2.538 3.530 0.073
H 2.415 1.038 0.738 0.095
H 5.823 2.819 1.658 0.086
C 0.719 -1.369 2.512 -0.186
H -3.398 1.400 -0.419 0.085
H 2.262 -4.642 6.412 0.088
C -3.931 -4.474 -3.372 -0.039
O -8.134 1.958 5.680 -0.216
H 4.547 -2.741 -1.229 0.070
H -1.131 5.062 3.144 0.092
H -5.669 -3.527 -5.667 0.092
H -2.927 5.447 1.788 0.107
H -8.832 -1.228 5.955 0.110
C 4.623 -1.173 6.267 -0.187
C -0.495 -3.498 0.825 -0.185
H 2.414 1.402 3.678 0.060
H -0.965 4.820 -4.367 0.077
H -1.360 7.137 -0.742 0.132
H -4.921 0.525 -2.881 0.077
H -5.824 3.650 3.976 0.077
C -8.289 -0.406 5.486 -0.187
H 1.417 2.332 -4.079 0.094
C -5.185 -1.205 1.585 -0.063
H 0.119 4.249 -3.268 0.080
C 2.210 1.807 -6.123 -0.123
H -4.405 -1.378 4.822 0.121
H -0.974 -0.609 2.308 0.082
H -5.490 -0.418 -1.444 0.062
H -2.890 3.643 1.782 0.093
H 5.842 -5.046 -2.177 0.088
H -3.240 -3.701 -5.796 0.118
C 2.831 -4.383 5.518 -0.132
H -1.692 2.889 -6.201 0.079
H 5.593 -2.004 -4.736 0.117
H -3.209 -1.935 -5.622 0.111
N 5.053 -5.612 -1.898 0.207
H -0.392 2.574 -7.328 0.074
C -4.743 -0.730 4.014 -0.195
H 5.906 -1.843 4.903 0.055
O -4.804 -1.669 2.932 -0.219
O 7.618 -3.871 -3.205 0.040
N -0.722 6.390 -0.516 0.192
H 4.386 -2.640 0.463 0.083
H 0.424 -0.776 -2.040 0.094
H -3.688 3.541 -3.647 0.113
C 1.863 4.362 -8.172 -0.018
H -4.006 -4.521 -2.286 0.086
H 5.974 -0.638 2.339 0.128
H -7.322 2.962 7.282 0.081
C 2.250 0.594 -0.245 -0.199
H 0.389 3.311 3.018 0.114
N 8.536 -3.004 -1.374 0.171
H 2.157 -4.574 4.683 0.069
H 2.689 1.285 -0.965 0.115
C -1.816 -3.068 -3.663 -0.027
C 4.479 -0.887 3.866 -0.236
O -4.474 4.510 2.781 -0.190
H -8.871 3.567 6.722 0.088
C -4.752 3.556 3.804 -0.115
H -5.870 0.825 5.048 0.108
H 4.401 5.003 -7.034 0.085
C 0.069 2.367 3.461 -0.183
H 3.508 -7.174 -0.878 0.130
H -1.479 -3.253 -2.643 0.070
H 2.727 0.938 -5.718 0.094
H -6.887 -1.817 4.657 0.106
H 5.236 -2.005 -3.070 0.079
H 1.036 5.047 -8.361 0.074
H -1.910 2.166 2.756 0.094
H 1.404 -5.184 0.974 0.073
H -6.042 -3.096 -1.652 0.076
N 9.600 -2.846 -3.256 0.169
O 7.185 -3.013 4.087 0.003
O -5.987 3.539 -2.927 -0.017
H 1.209 -5.533 2.729 0.071
O 5.599 0.372 -5.228 -0.002
C -1.143 0.617 -2.255 -0.154
C 5.346 -0.203 -4.158 -0.770
N 5.651 -4.152 2.913 0.189
H 0.286 -0.008 0.140 0.049
C -0.958 5.121 -0.532 -0.755
C -1.247 -2.295 1.407 -0.172
H 7.682 -3.281 -0.913 0.075
```

HOMO energy: -7.6 eV
ΔE to the lowest compared entry with this formula, charge and spin: 0.000 eV
E: -4534.11965 a.u.
Kohn-Sham gap: 7.38 eV
LUMO: -0.21 eV

Entry 2:
Below is C25H38BaFN3PS as an isolated structure, with properties calculated with ωB97M-V with the def2-TZVPD basis set.

The geometry in XYZ format:
```
70
Properties=species:S:1:pos:R:3:lowdin_charge:R:1
S -2.041 3.371 -0.710 0.438
C 4.663 -2.247 -1.159 -0.068
H 0.361 -1.776 2.144 0.045
H 0.310 4.723 -0.710 0.119
C -1.971 -5.250 -0.054 -0.089
H -3.891 2.101 1.781 0.029
H 0.232 7.154 0.414 0.127
H 1.844 0.555 2.764 0.074
H -3.560 -3.782 -0.275 0.123
H 0.723 -1.501 -4.864 0.081
C 2.474 -1.311 1.788 -0.352
C -2.349 7.425 -0.595 -0.150
H 1.394 -1.839 3.577 0.081
H 3.147 0.763 1.585 0.087
C -3.413 -0.905 2.523 -0.284
C -0.209 -2.982 -0.295 -0.316
H 1.538 0.505 1.014 0.008
C 4.220 -1.908 0.108 -0.038
F -2.170 -1.650 -0.545 -0.302
H -3.533 5.623 -0.626 0.127
H 5.723 -2.345 -1.360 0.106
H -2.360 7.779 0.437 0.127
C 1.349 -2.060 2.506 -0.063
H 0.833 -4.027 -4.560 0.083
H 1.340 -4.447 -0.107 0.122
C -0.587 -5.389 -0.016 -0.075
H -1.947 0.448 4.750 0.052
H -0.159 -6.375 0.112 0.108
H -0.511 1.121 3.955 0.041
H -4.145 -0.868 1.715 0.044
C 1.580 -3.892 -3.774 -0.054
H -2.915 -1.875 2.477 0.040
C -2.496 -3.974 -0.223 -0.028
Ba -0.828 0.286 -0.582 1.649
H 0.394 -2.540 -2.648 0.108
H -0.767 8.778 -1.130 0.125
H 3.370 -1.477 2.392 0.128
H 1.483 -4.720 -3.068 0.081
C -1.641 5.046 -0.668 -0.832
H -3.170 7.909 -1.119 0.128
C 1.475 -1.394 -4.078 -0.058
C 2.861 -1.778 0.391 -0.145
N -2.591 5.979 -0.625 0.023
H -3.775 1.842 3.537 0.049
H -2.630 -6.101 0.034 0.104
H 2.455 -1.354 -4.564 0.084
H 2.563 -3.969 -4.246 0.076
C -1.603 -2.950 -0.330 -0.208
C 0.266 -4.298 -0.134 -0.016
C -3.204 1.933 2.610 -0.309
H -2.558 2.810 2.670 0.034
C 3.737 -2.457 -2.168 -0.034
C 2.235 0.206 1.806 -0.056
C -1.017 7.725 -1.252 -0.160
H 1.001 6.939 -1.155 0.127
H 4.082 -2.709 -3.165 0.113
C 2.373 -2.346 -1.929 -0.148
H -3.943 -0.824 3.474 0.052
P -2.189 0.438 2.339 0.672
C 1.395 -2.546 -3.074 -0.382
H 1.429 -3.141 2.386 0.086
H 4.941 -1.739 0.902 0.114
C -1.266 0.336 3.904 -0.285
C 1.930 -2.007 -0.637 -0.226
H -1.077 7.515 -2.322 0.128
H 1.329 -0.421 -3.595 0.066
N 0.536 -1.825 -0.414 -0.221
H -0.756 -0.625 3.979 0.026
C 0.056 6.860 -0.623 -0.153
N -0.372 5.460 -0.676 0.016
```

HOMO energy: -9.5 eV
charge: +1
ΔE to the lowest compared entry with this formula, charge and spin: 0.477 eV
E: -2004.48284 a.u.
Kohn-Sham gap: 6.87 eV
LUMO: -2.59 eV

Here are the calculated maximum force numbers, same order: 5.3 1.7 (eV/A).